Record 1
Molecular formula: C4H6INO
Method: DFT, the ωB97M-V functional and the def2-TZVPD basis

```
13
Properties=species:S:1:pos:R:3:forces:R:3:lowdin_charge:R:1
C -0.199014 -0.702705 -0.737662 -1.92 -1.37 -0.48 -0.059
C -0.225483 0.559657 0.068629 0.80 -3.52 -0.38 -0.307
H 0.602497 -1.324775 -0.234457 -1.10 0.21 -0.87 0.065
C 0.278869 0.596631 1.356980 -0.38 -0.50 0.01 -0.299
H 1.249250 1.521397 2.709252 0.24 -0.18 -0.17 0.065
H 0.037855 -0.491309 -1.834249 -0.30 -0.38 1.55 0.105
N 0.960088 1.605119 1.734530 1.13 2.54 1.42 0.114
H 0.091887 -0.199835 1.952267 -0.66 -2.65 2.20 0.086
I 3.502726 -0.023186 -0.277466 5.78 -3.72 2.21 0.670
O -0.138425 2.765698 -0.928752 -0.24 5.90 -3.18 0.221
H 2.395943 0.698486 -0.726442 -5.55 3.74 -2.24 -0.547
C -0.131893 1.764183 -0.422950 -0.31 -0.90 0.13 -0.245
H -1.284722 -1.223103 -0.688963 2.51 0.82 -0.19 0.132
```
Forces are in eV/Å.

frontier orbital gap (spin up / spin down): 5.597 / 7.715 eV
expectation value of S²: 2.019
molar mass: 211.00 g mol⁻¹
multiplicity: 3
energy relative to the best compared isomer or geometry (same formula, charge and spin): 195.9 kJ/mol

---

Record 2
Molecular formula: C4H6INS4
Method: DFT, the ωB97M-V functional and the def2-TZVPD basis

```
16
Properties=species:S:1:pos:R:3:forces:R:3:lowdin_charge:R:1
C -2.645052 -0.973085 -1.904573 0.37 0.86 0.03 -0.377
N 2.885096 1.557824 -1.029113 -0.07 0.11 0.85 -1.134
H -3.351388 -1.734597 -2.364492 0.90 1.18 0.56 0.048
H -2.728777 0.117732 -2.327977 -0.41 -2.19 1.05 0.041
C 0.117103 -1.191707 0.392546 1.11 0.63 3.42 -0.527
H -2.601474 -1.041780 -0.784264 -0.88 0.44 -1.14 0.038
C 1.020997 0.242548 2.900581 -1.45 -0.77 -2.11 -0.358
I -0.592102 2.732908 -1.420882 0.21 -0.23 0.32 0.209
S -0.894984 -1.422305 -2.247810 0.02 -0.51 -1.17 0.785
H 0.242672 0.912649 2.560568 0.38 0.77 0.38 0.035
H 2.000084 0.428949 2.578524 1.18 0.89 -0.51 -0.042
H 1.032245 0.063545 3.942375 -0.40 -0.35 1.03 0.021
C -0.212099 -1.400692 -0.742602 -0.51 0.32 -0.83 -0.613
S 1.938387 2.593880 -1.634584 0.24 -0.18 -0.57 0.389
S 0.514202 -1.331669 2.082986 -0.33 -1.23 -0.68 0.795
S 3.275093 0.445800 -0.001282 -0.36 0.25 -0.63 0.691
```
Forces are in eV/Å.

frontier orbital gap: 6.490 eV
molar mass: 323.27 g mol⁻¹
multiplicity: 1
energy relative to the best compared isomer or geometry (same formula, charge and spin): 107.2 kJ/mol
SMILES: CSC#CSC.S=NSI

---

Record 3
Molecular formula: C4H6InO3
Method: DFT, the ωB97M-V functional and the def2-TZVPD basis

```
14
Properties=species:S:1:pos:R:3:forces:R:3:lowdin_charge:R:1
C 0.445751 0.616766 0.411666 2.32 -3.29 -0.76 -0.155
O -0.560478 -0.333288 0.791414 0.26 2.12 -1.07 0.198
O -2.583095 -0.976351 0.007352 3.47 2.78 -1.30 0.002
C 0.145236 0.853689 -1.078058 -0.61 1.38 1.47 -0.030
In -4.558497 -3.099731 0.624740 -0.14 -0.06 0.02 1.111
C 1.855521 -0.098412 0.701444 -0.30 0.56 -0.21 0.061
O -1.155374 0.509299 -1.213373 -2.08 -1.45 0.71 0.217
H 0.386215 1.597428 0.883748 -0.21 0.38 0.66 0.214
H 1.989461 -0.942055 0.024370 -0.36 0.01 -0.11 0.101
H 0.690993 0.204014 -1.762284 1.04 -0.56 -0.33 0.222
H 2.666130 0.601145 0.497376 -0.15 0.24 0.05 0.110
C -1.553874 -0.311787 -0.134995 -3.13 -2.76 1.02 -0.355
H 0.234839 1.869926 -1.461901 0.37 0.27 -0.25 0.197
H 1.997171 -0.490644 1.708502 -0.48 0.37 0.10 0.108
```
Forces are in eV/Å.

frontier orbital gap (spin up / spin down): 11.708 / 5.403 eV
expectation value of S²: 0.761
molar mass: 216.91 g mol⁻¹
multiplicity: 2
net charge: +2
energy relative to the best compared isomer or geometry (same formula, charge and spin): 0.0 kJ/mol

---

Record 4
Molecular formula: C4H6LaLiO2
Method: DFT, the ωB97M-V functional and the def2-TZVPD basis

```
14
Properties=species:S:1:pos:R:3:forces:R:3:lowdin_charge:R:1
H 0.898417 -1.074987 -2.044245 0.02 -1.69 0.10 0.106
C 0.461974 -0.505008 -1.213509 3.50 -1.36 1.14 -0.086
O 2.399416 -0.545005 0.590720 -2.28 0.43 -2.79 -0.068
La 0.247601 2.743660 -0.547959 -0.77 -0.90 0.71 1.392
O -1.426528 1.468478 0.203392 1.62 0.84 -0.62 -0.611
C -1.633560 0.104393 0.344480 -0.62 -0.54 -0.45 -0.383
H -0.599759 -1.802510 0.515530 0.24 0.35 -0.34 0.128
H -0.367161 -0.132994 -1.828455 -0.24 1.94 1.31 0.099
C 1.462991 -0.345862 -0.214100 -0.12 2.12 1.08 -0.381
H 0.030895 -0.464204 1.452104 0.79 -0.07 -0.79 0.123
C -0.348903 -0.731694 0.448854 -1.91 -0.93 1.04 -0.092
H -2.208976 -0.079639 1.275368 0.23 -0.11 -0.40 0.133
H -2.225496 -0.287744 -0.511749 0.08 0.24 0.43 0.123
Li 3.309089 1.653111 1.529566 -0.52 -0.33 -0.40 0.518
```
Forces are in eV/Å.

frontier orbital gap (spin up / spin down): 5.065 / 4.899 eV
expectation value of S²: 0.866
molar mass: 231.94 g mol⁻¹
multiplicity: 2
net charge: +1
energy relative to the best compared isomer or geometry (same formula, charge and spin): 0.0 kJ/mol

---

Record 5
Molecular formula: C4H6LiO2
Method: DFT, the ωB97M-V functional and the def2-TZVPD basis

```
13
Properties=species:S:1:pos:R:3:forces:R:3:lowdin_charge:R:1
C 1.241329 -2.029769 -0.674242 -0.87 0.91 -0.76 -0.372
H -0.229712 2.265334 1.859529 -0.30 -0.07 -0.11 0.067
O -0.899204 1.233142 0.190385 -0.21 -0.72 -0.04 -0.574
O 0.335054 -1.180413 -0.925125 0.89 -1.34 0.76 -0.329
H 1.086403 -1.503971 1.482983 -0.08 0.01 -0.17 0.040
Li -1.179852 -0.632008 0.126388 0.45 0.40 -0.89 0.480
H -0.813156 3.262633 0.459296 0.30 -0.13 0.13 0.066
H 2.344000 -2.717096 1.055630 -0.27 0.09 0.05 0.031
H 0.643196 -3.185882 1.031301 0.05 0.10 -0.11 0.043
C -1.088770 1.077700 -1.139154 -0.55 0.53 0.63 -0.147
C 1.332741 -2.352394 0.813779 0.45 -0.44 0.74 -0.224
C -0.245353 2.373901 0.766529 0.46 0.78 0.08 -0.155
H 0.804013 2.453443 0.452952 -0.32 -0.12 -0.31 0.074
```
Forces are in eV/Å.

frontier orbital gap: 3.975 eV
molar mass: 93.03 g mol⁻¹
multiplicity: 1
net charge: -1
energy relative to the best compared isomer or geometry (same formula, charge and spin): 7.6 kJ/mol

---

Record 6
Molecular formula: C4H6MgO4Sm
Method: DFT, the ωB97M-V functional and the def2-TZVPD basis

```
16
Properties=species:S:1:pos:R:3:forces:R:3:lowdin_charge:R:1
C 0.660878 1.062174 0.031788 1.23 -1.27 -0.62 -0.441
C -3.459780 -0.166217 -1.317275 -0.18 -0.23 0.19 -0.362
O 4.079899 1.326349 1.513058 -1.40 0.52 0.48 -0.663
C -2.184605 -0.821511 -0.785552 0.11 -0.18 -0.14 -0.191
O 0.181698 2.088996 -0.699986 -0.67 0.64 -0.18 -0.365
H -4.176523 -0.079374 -0.473217 0.15 -0.03 -0.21 0.113
H 3.451836 1.782141 2.161016 1.42 -1.01 -1.44 -0.022
H -1.513430 -1.090632 -1.618941 -0.10 0.09 0.18 0.128
C -0.168610 0.020387 0.321564 0.83 0.06 0.26 -0.269
O -3.195490 1.076269 -1.885709 0.33 0.47 0.08 -0.347
H 0.069134 -0.835028 0.956563 -0.05 0.27 -0.15 0.076
H -2.386226 -1.724301 -0.189986 0.00 0.18 -0.08 0.127
O -1.537436 0.167705 0.025846 -0.84 0.25 -0.02 -0.251
Sm 3.445505 0.412864 -0.380864 -1.28 1.00 1.46 1.365
H -3.912117 -0.870426 -2.043661 0.09 0.23 0.13 0.115
Mg -1.710073 1.930169 -1.058901 0.35 -0.99 0.07 0.988
```
Forces are in eV/Å.

frontier orbital gap (spin up / spin down): 5.649 / 5.676 eV
expectation value of S²: 12.010
molar mass: 292.75 g mol⁻¹
multiplicity: 7
energy relative to the best compared isomer or geometry (same formula, charge and spin): 0.0 kJ/mol

---

Record 7
Molecular formula: C4H6MgO5Sm
Method: DFT, the ωB97M-V functional and the def2-TZVPD basis

```
17
Properties=species:S:1:pos:R:3:forces:R:3:lowdin_charge:R:1
Sm -0.488143 1.254156 -0.259674 -0.14 0.34 0.53 2.063
C 0.670656 1.072713 2.314463 0.70 -0.71 1.65 -0.288
H 2.499061 -1.635251 -0.640649 0.00 0.38 -0.12 0.176
C 1.481206 -1.027199 1.247078 0.32 -0.49 -0.18 -0.138
Mg -3.775679 1.686425 -3.063580 -0.23 -0.27 -0.33 0.997
H 0.099055 0.986544 3.255985 0.20 0.14 -0.42 0.156
C -2.424959 -0.430156 -2.662282 -0.05 -1.16 -1.71 -0.485
H 2.388020 -0.816273 1.839445 -0.13 -0.10 -0.10 0.172
O 1.333714 0.020161 -0.878593 -0.12 -0.18 -0.32 -0.089
O 0.402282 -0.204657 1.592432 -0.64 0.41 -0.68 -0.215
H 1.224128 -2.084511 1.427393 0.06 0.22 0.04 0.172
H 1.755944 1.083364 2.532659 -0.42 0.21 -0.14 0.151
H -1.739438 -1.315048 -2.561980 -0.77 0.45 -0.08 0.170
C 1.821987 -0.880571 -0.205332 0.42 -0.55 0.60 -0.077
O 0.251017 2.069162 1.515079 -0.71 0.15 -1.28 -0.318
O -2.199544 0.590757 -1.920209 1.12 1.11 1.80 -0.396
O -3.299299 -0.369618 -3.532235 0.39 0.06 0.73 -0.052
```
Forces are in eV/Å.

frontier orbital gap (spin up / spin down): 3.643 / 9.903 eV
expectation value of S²: 12.021
molar mass: 308.75 g mol⁻¹
multiplicity: 7
net charge: +2

---

Record 8
Molecular formula: C4H6N
Method: DFT, the ωB97M-V functional and the def2-TZVPD basis

```
11
Properties=species:S:1:pos:R:3:forces:R:3:lowdin_charge:R:1
H -0.327717 1.660981 -0.727911 0.80 0.30 -1.44 0.136
H 0.220320 1.481674 0.878588 -0.16 -0.34 0.24 0.149
H -1.566729 -1.823758 -0.351020 0.87 1.15 -0.35 0.182
H 2.133157 -1.488527 0.152333 0.86 -1.37 0.44 0.082
H -2.406208 0.585810 0.204114 0.37 -0.26 0.16 0.201
C 0.440548 -0.443477 -0.177117 -2.52 2.29 -0.92 -0.200
H 2.356088 0.279089 0.002834 -0.12 0.50 0.74 0.116
C -0.974429 -0.865157 -0.258130 -0.06 -4.09 1.26 0.076
N -1.443039 0.241335 0.139897 -0.59 1.38 -0.26 0.160
C 1.678595 -0.547345 0.132641 2.58 -2.08 -1.22 0.157
C -0.110590 0.919380 0.003774 -2.05 2.52 1.34 -0.058
```
Forces are in eV/Å.

frontier orbital gap: 10.176 eV
molar mass: 68.10 g mol⁻¹
multiplicity: 1
net charge: +1
energy relative to the best compared isomer or geometry (same formula, charge and spin): 157.1 kJ/mol

---

Record 9
Molecular formula: C4H6N
Method: DFT, the ωB97M-V functional and the def2-TZVPD basis

```
11
Properties=species:S:1:pos:R:3:forces:R:3:lowdin_charge:R:1
H 1.715225 1.066032 0.496267 0.40 0.37 1.10 0.123
H -1.509030 -0.459027 -1.322810 0.53 0.45 -0.12 0.156
H 1.589304 -1.950987 -0.026374 0.02 0.79 -0.46 0.142
C 0.995296 -1.034206 0.054346 -1.05 -0.54 0.76 0.085
C 1.124550 0.442360 -0.123537 -1.93 -0.25 1.57 0.088
C -1.383322 -0.335158 -0.249732 -5.65 -2.26 -2.33 -0.075
N -0.483508 0.537528 0.347496 3.50 1.83 -1.78 0.074
H -0.856267 0.949019 1.148003 0.06 1.17 1.89 0.163
C -0.319927 -0.956883 0.376720 3.06 -2.22 0.82 -0.053
H -2.417108 -0.427383 0.174740 1.12 0.66 0.15 0.173
H 1.182851 0.855617 -1.088495 -0.06 -0.01 -1.62 0.124
```
Forces are in eV/Å.

frontier orbital gap: 9.917 eV
molar mass: 68.10 g mol⁻¹
multiplicity: 1
net charge: +1
energy relative to the best compared isomer or geometry (same formula, charge and spin): 362.4 kJ/mol
SMILES: C1=C2C[N@@H+]2C1

---

Record 10
Molecular formula: C4H6N
Method: DFT, the ωB97M-V functional and the def2-TZVPD basis

```
11
Properties=species:S:1:pos:R:3:forces:R:3:lowdin_charge:R:1
C -1.117422 -0.809797 0.146678 1.20 0.47 -0.38 -0.028
N 1.570501 0.037097 -0.045655 1.08 0.75 0.74 0.244
H -1.607335 0.994056 1.615077 0.68 0.16 -1.22 0.160
H -1.394168 0.560753 -1.851580 0.33 0.12 0.92 0.156
H -1.364608 -1.859459 0.380526 -0.03 1.09 -0.44 0.160
H 1.833556 -0.197636 0.951109 0.39 0.71 -1.22 0.204
C -1.137053 0.600794 0.691206 0.63 -1.24 -1.03 0.024
H 2.069544 0.934338 -0.424824 -1.55 -1.25 1.42 0.230
C -1.024144 0.358941 -0.837443 -1.73 -0.69 0.89 -0.009
C 0.098460 0.037778 0.009792 0.14 0.19 0.13 -0.327
H 2.072671 -0.656860 -0.634881 -1.15 -0.30 0.20 0.186
```
Forces are in eV/Å.

frontier orbital gap: 9.414 eV
molar mass: 68.10 g mol⁻¹
multiplicity: 1
net charge: +1
energy relative to the best compared isomer or geometry (same formula, charge and spin): 413.6 kJ/mol
SMILES: [NH3+][C@]12[C@@H]3[C@H]1[C@@H]32

---

Record 11
Molecular formula: C4H6N
Method: DFT, the ωB97M-V functional and the def2-TZVPD basis

```
11
Properties=species:S:1:pos:R:3:forces:R:3:lowdin_charge:R:1
H -0.944718 1.457751 -2.304285 -1.11 -0.49 -0.55 0.089
H 2.016826 -0.743689 0.876483 -1.10 -0.04 0.21 0.153
C 1.020633 -0.527614 1.374339 2.52 1.52 -1.81 0.018
H -2.142573 -1.614931 -0.643612 1.79 1.37 0.32 0.175
C -0.411884 1.285487 -1.406508 1.06 2.34 -0.16 0.120
H 1.250318 0.359689 1.938598 -0.46 0.81 0.00 0.113
H 0.241748 2.209249 -1.216515 -0.41 -2.17 0.49 0.145
C -1.239690 -0.946266 -0.375741 4.70 0.93 3.76 0.253
H 0.800317 -1.257764 2.034681 -0.55 -2.60 2.16 0.064
C -0.029935 -0.471898 0.411466 -7.10 -2.31 -4.45 -0.010
N -0.561041 0.249986 -0.688905 0.64 0.65 0.04 -0.120
```
Forces are in eV/Å.

frontier orbital gap: 9.184 eV
molar mass: 68.10 g mol⁻¹
multiplicity: 1
net charge: +1
energy relative to the best compared isomer or geometry (same formula, charge and spin): 331.4 kJ/mol
SMILES: C=[N+]1C=C1C

---

Record 12
Molecular formula: C4H6N2
Method: DFT, the ωB97M-V functional and the def2-TZVPD basis

```
12
Properties=species:S:1:pos:R:3:forces:R:3:lowdin_charge:R:1
H -0.187954 -1.942104 0.729089 0.09 0.91 0.92 0.116
C -0.186320 -1.123338 0.004123 -0.56 0.93 -0.96 -0.161
N -1.511588 -0.529053 -0.320604 -1.15 -0.76 -0.73 -0.082
H -1.308567 1.568399 -1.273390 -0.29 0.35 -0.78 0.107
H 2.479741 -0.323262 0.384249 0.00 0.14 -0.03 0.062
H 2.305070 1.458378 -0.033444 -0.02 0.29 -0.45 0.047
C 0.562708 0.208707 -0.132612 -2.04 0.61 -0.15 -0.154
H 0.042275 -1.672786 -0.868290 0.44 -0.65 -1.35 0.093
N -1.800123 0.568345 0.574653 0.10 -0.41 3.73 0.003
C -1.057823 0.841304 -0.548471 5.45 -1.71 1.13 -0.195
H -1.187738 0.457563 1.463116 -1.28 0.57 -1.76 0.145
C 1.850324 0.487847 0.021583 -0.74 -0.24 0.43 0.019
```
Forces are in eV/Å.

frontier orbital gap: 10.140 eV
molar mass: 82.11 g mol⁻¹
multiplicity: 1
energy relative to the best compared isomer or geometry (same formula, charge and spin): 491.7 kJ/mol
SMILES: C=C1CN2N[C@@H]12